1.
# C3H4O3

A single C3H4O3 molecule (wB97M-V/def2-TZVPD, the Open Molecules 2025 dataset).

Properties
ΔE to the lowest compared entry with this formula, charge and spin (kcal per mole): 52.2
HOMO level (Eh): -0.3767
SMILES string: O=C[C@@H]1O[C@@H]1O
E (eV): -9316.43892
Kohn-Sham gap (eV): 10.946
Largest force on an atom (eV/Å): 0.52

Geometry as XYZ:
```
10
Properties=species:S:1:pos:R:3:lowdin_charge:R:1
O 2.539 -0.069 -0.499 0.073
C 1.391 0.298 -0.423 -0.192
C 0.252 -0.667 -0.346 -0.162
O -0.993 -0.211 -0.906 0.037
C -0.924 -0.331 0.478 -0.361
O -0.969 0.846 1.198 0.036
H 1.113 1.369 -0.391 0.136
H 0.504 -1.706 -0.555 0.154
H -1.512 -1.135 0.922 0.160
H -1.392 1.503 0.628 0.118
```

=====

2.
# C3H4O3

A single C3H4O3 molecule (wB97M-V/def2-TZVPD, the Open Molecules 2025 dataset).

Properties
ΔE to the lowest compared entry with this formula, charge and spin (kcal per mole): 36.5
HOMO level (Eh): -0.3670
SMILES string: C=C(O)C(=O)O
E (eV): -9317.11828
Kohn-Sham gap (eV): 10.407
Largest force on an atom (eV/Å): 6.21

Geometry as XYZ:
```
10
Properties=species:S:1:pos:R:3:lowdin_charge:R:1
C 0.409 -0.817 1.095 0.132
C -0.493 -0.205 0.415 -0.407
O -1.793 -0.271 0.610 0.131
C 0.096 0.510 -0.641 -0.439
O -0.429 1.527 -1.139 0.079
O 1.317 0.214 -1.182 0.110
H 1.433 -0.717 0.818 0.079
H 0.308 -1.437 1.971 0.091
H -2.063 0.424 -0.006 0.118
H 1.215 0.772 -1.941 0.107
```